Record 1
# C22H50HgN3OP2S

A structure of composition C22H50HgN3OP2S in a non-equilibrium geometry (the ωB97M-V functional and the def2-TZVPD basis, OMol25).

```
! wB97M-V def2-TZVPD RIJCOSX def2/J DEFGRID3
* xyz 1 1
C 1.787 -2.385 -2.470
C -2.435 -3.323 -2.233
C -1.047 3.391 -2.444
C 0.299 -3.355 -0.081
S 1.496 -0.180 1.187
H -3.153 3.777 -2.646
C -1.000 3.082 1.140
H 0.467 4.665 -3.397
C -0.935 -3.220 0.820
H 2.373 3.397 -1.719
H -1.813 -3.719 0.387
N 0.741 -1.330 3.456
H 0.055 -2.680 4.867
H -0.454 -5.256 -2.728
H 3.450 1.322 -2.756
H -1.192 -2.172 1.021
H -2.492 -4.216 -1.594
H -3.142 -3.472 -3.063
H 0.465 -4.310 -3.933
H -0.159 5.401 -0.041
H 1.137 -2.842 0.430
N 0.515 1.011 3.345
C 2.585 -1.089 -2.227
H 0.180 -1.038 5.458
H 1.502 -4.949 -1.020
C 0.269 3.277 0.300
H -0.452 5.472 -2.096
C 0.679 4.753 0.248
H 0.034 2.401 4.791
H 2.034 0.219 5.604
H 1.446 1.551 6.611
P 0.125 2.487 -1.357
H 0.082 0.091 -4.037
C -1.032 -3.146 -2.828
C 0.858 -0.166 2.783
H -2.507 4.310 -1.089
C 1.784 2.582 -2.164
H -1.946 -2.115 3.494
H 3.429 -1.055 -2.957
N 1.794 0.107 -2.418
H 2.995 1.172 -1.026
C -1.623 -1.465 4.313
C 0.366 1.360 4.782
H 1.622 -2.494 -3.554
H 1.529 4.941 -0.421
C -0.515 4.746 -2.916
H -2.810 2.573 -1.393
H -2.769 -2.444 -1.659
C 0.668 -4.824 -0.317
H -1.215 5.148 -3.661
H -0.674 0.084 -3.854
C 2.577 1.267 -2.060
H -1.112 2.725 -3.323
C -2.596 -0.552 -0.379
H -1.888 -0.435 4.067
H -0.726 -3.707 1.786
H -1.837 3.672 0.748
H 0.985 -5.265 0.638
H -2.188 -1.756 5.207
H 1.631 2.813 -3.231
C -0.515 -4.441 -3.459
H 3.044 -1.126 -1.209
H 0.788 1.790 2.748
H -0.458 0.776 5.208
H -1.095 -2.380 -3.622
H 1.117 -2.115 2.932
H -0.193 -5.409 -0.670
O -3.336 0.156 0.156
H 1.087 2.694 0.766
C -0.151 -1.633 4.603
P 0.141 -2.382 -1.640
H 2.377 -3.246 -2.124
H -1.308 2.029 1.191
C -2.454 3.511 -1.841
H -1.224 -4.748 -4.240
Hg -0.297 0.051 -1.363
H -0.812 3.425 2.167
H 2.409 1.905 5.173
H 0.989 5.064 1.255
C 1.643 1.236 5.579
*
```

The lowest unoccupied orbital energy comes out at -2.7 eV. The value obtained for the HOMO energy is -8.933 eV. As for the orbital gap: 6.2 eV.


Record 2
# C4H26NO12

A cluster of 10 separate species, C4H26NO12 in total in a non-equilibrium geometry (the ωB97M-V functional and the def2-TZVPD basis, OMol25).

```
! wB97M-V def2-TZVPD RIJCOSX def2/J DEFGRID3
* xyz -1 1
H 0.918 -0.414 4.218
H -0.864 -2.291 -2.659
O -0.472 2.058 -2.678
O -2.837 1.375 0.113
O 1.584 -2.783 -2.031
N 1.847 0.272 1.139
O -1.772 -2.506 -2.858
H -1.858 -2.982 -2.070
H -1.337 -0.404 3.863
H -3.653 0.795 0.070
H 1.166 3.927 -1.616
O -2.704 0.630 -2.470
O -0.579 2.814 0.296
C -0.726 -0.281 2.913
C 0.989 -0.159 0.069
O 1.107 4.542 -0.762
O 0.743 0.936 -0.580
H -1.583 2.644 0.491
H 1.377 -1.972 -1.468
H -0.989 -1.119 2.294
H 3.853 -2.074 0.934
O 3.582 -2.952 0.637
C 0.696 0.038 3.286
H -2.292 0.930 -0.555
H 1.964 1.308 1.088
H -1.767 1.029 -2.637
H 1.322 -2.573 -3.015
H -0.741 -2.156 0.216
H 1.399 -1.605 2.112
C 1.727 -0.533 2.415
H 0.168 1.733 -2.044
H -2.726 -0.008 -3.326
H 0.284 4.075 -0.385
H 2.692 -0.829 2.768
H -1.932 0.654 1.710
H -0.508 -3.572 0.065
H -0.079 2.082 0.748
H -0.936 2.766 -2.126
O 0.748 -1.333 -0.166
O -1.271 -3.048 0.175
H 2.718 -2.894 0.238
O -1.405 0.960 2.510
H 0.551 1.119 3.530
*
```

The lowest unoccupied orbital energy comes out at 2.9 eV. The value obtained for the HOMO energy is -6.148 eV. Its energy relative to the best compared isomer or geometry (same formula, charge and spin) is 255.3 kJ/mol. As for the orbital gap: 9.0 eV.


Record 3
# C5H10O2

A cluster of 2 separate species, C5H10O2 in total (the ωB97M-V functional and the def2-TZVPD basis, OMol25).

```
! wB97M-V def2-TZVPD RIJCOSX def2/J DEFGRID3
* xyz 0 1
H 1.309 -1.616 0.283
H -2.660 -0.450 0.812
H -0.883 0.466 -1.535
C -2.371 -0.439 -0.245
H -0.059 -1.567 0.968
H -1.469 1.517 -0.241
H 3.280 1.188 0.852
O 0.344 -1.603 0.082
C -1.170 0.479 -0.468
H 1.124 1.969 0.174
O 2.791 -0.750 0.794
C -0.027 0.254 0.481
C 1.239 0.897 -0.039
H 1.391 0.816 -1.134
C 2.524 0.422 0.596
H -3.235 -0.117 -0.836
H -2.128 -1.465 -0.543
*
```

The lowest unoccupied orbital energy comes out at 0.8 eV. The value obtained for the HOMO energy is -7.932 eV. Its energy relative to the best compared isomer or geometry (same formula, charge and spin) is 440.6 kJ/mol. As for the orbital gap: 8.7 eV.


Record 4
# C20H42F6O16S4

A cluster of 6 separate species, C20H42F6O16S4 in total in a non-equilibrium geometry (the ωB97M-V functional and the def2-TZVPD basis, OMol25).

```
! wB97M-V def2-TZVPD RIJCOSX def2/J DEFGRID3
* xyz 0 1
S -2.199 -4.029 -2.702
C 2.330 5.446 -4.487
H 0.197 -1.950 0.800
H -4.433 -3.027 8.250
H 0.135 -4.912 -1.548
C 0.887 2.963 -0.061
O -2.965 3.902 0.570
H -3.269 0.215 -0.435
H 1.499 -2.685 -1.772
C 2.345 5.336 -2.995
O -0.693 -3.462 -2.797
H 0.763 -0.015 -3.452
H 1.782 4.522 -2.533
C -3.544 -3.444 7.786
H -2.667 -3.368 2.278
O 5.185 -1.209 -2.276
C 3.854 5.539 -1.180
H 2.697 4.516 -4.938
H -4.895 1.711 1.219
H 0.090 0.722 2.158
H 2.216 -4.230 -1.627
O -3.035 -3.206 -3.527
F 4.644 -2.798 -0.089
H 0.100 3.014 0.686
C -4.353 2.159 2.048
O 2.228 2.149 2.029
H -0.999 -1.345 2.011
H -2.168 -2.963 6.195
F 5.517 4.286 -0.124
H -1.020 -0.845 0.310
H -3.664 1.859 -0.784
C 4.157 -1.146 -1.689
H -2.367 -4.301 3.682
C 1.577 -0.490 -3.996
H 3.780 -0.337 -4.150
F 6.146 5.315 -1.906
O -4.113 -3.299 5.446
H 2.853 6.274 -4.959
H 1.772 6.185 -2.594
H 0.688 2.668 -1.083
S 2.109 1.861 0.631
H 1.475 -0.267 -5.061
F 2.767 -1.822 0.159
C -2.476 -3.270 3.345
H -1.678 -2.641 3.718
H -2.422 -2.640 -0.748
O -2.173 1.565 0.673
H -1.302 2.077 -1.806
H -2.638 -3.387 8.391
C -3.221 -2.826 6.448
O 3.020 -0.673 -2.190
H 1.353 -0.556 2.296
F 5.737 6.433 -0.096
C 1.647 -3.607 -2.328
C -2.483 -3.704 -0.953
O 3.004 5.705 -0.362
H -3.447 -4.045 -0.566
H 3.005 0.976 -3.335
C 0.367 -4.393 -2.485
C -0.380 -1.089 1.154
H -4.927 3.006 2.415
O 3.225 1.800 -0.260
C 2.940 -0.110 -3.492
O 1.315 0.462 0.492
S -4.050 -2.606 3.964
H -1.788 -4.341 -0.405
O -5.096 -3.171 3.199
H -3.711 -4.524 7.713
O -3.937 -1.176 4.168
H 1.375 3.940 -0.076
C 5.360 5.397 -0.848
H -4.075 1.418 2.793
H 1.319 5.476 -4.902
H 0.437 -5.234 -3.177
H -1.058 0.365 -1.559
F 4.572 -0.704 0.531
O -1.897 2.987 2.652
O -2.155 -5.462 -2.894
S -2.760 2.834 1.509
O 3.667 5.424 -2.476
C 4.028 -1.628 -0.257
H -2.417 0.916 -2.588
C -1.822 1.128 -1.697
C 0.634 -0.070 1.644
C -2.818 1.208 -0.555
H 2.230 -3.429 -3.226
H 1.463 -1.568 -3.921
H -3.376 -1.753 6.603
*
```

The lowest unoccupied orbital energy comes out at 0.1 eV. The value obtained for the HOMO energy is -11.200 eV. Its energy relative to the best compared isomer or geometry (same formula, charge and spin) is 0.0 kJ/mol. The SMILES is CCOC(=O)C(F)(F)F.CCOC(=O)C(F)(F)F.CCOS(C)(=O)=O.CCOS(C)(=O)=O.CCOS(C)(=O)=O.CCOS(C)(=O)=O. As for the orbital gap: 11.3 eV.